1.
The following is a DFT calculation (ωB97M-V with the def2-TZVPD basis set) of a cluster of 2 separate species, C21H23NO5 in total in a non-equilibrium geometry.

```
50
Properties=species:S:1:pos:R:3:forces:R:3
O 6.7795 -1.5483 1.4608 0.5 3.5 -8.5
C 6.8405 -1.0665 0.1904 -0.3 -3.7 4.7
O 7.1085 -2.0911 -0.8562 -0.6 4.1 1.1
C 6.5746 0.5401 -0.1374 0.7 -0.6 0.5
C 5.3899 1.0614 0.8692 0.0 1.1 0.6
C 4.2752 2.0472 0.1808 -0.8 -0.3 0.2
C 3.4803 1.4099 -1.1037 -3.2 1.3 -1.5
C 2.2240 1.9878 -1.6532 2.9 -1.3 1.0
C 1.3860 3.2957 -1.0958 -0.4 -1.8 -0.2
C 0.2825 2.7088 -0.0152 -1.3 0.2 -0.1
C -1.1491 2.2815 -0.7619 -0.7 -0.6 0.5
C -1.7012 0.8038 -0.2499 -1.3 -3.7 1.1
C -2.1288 -0.3790 -1.3419 -0.6 -0.8 3.6
C -2.7270 -1.8580 -0.8401 1.2 3.4 3.1
C -2.8922 -2.1457 0.7954 1.5 3.2 -0.9
C -2.4449 -1.0217 1.9175 0.3 1.0 -4.8
C -1.8536 0.4353 1.3679 -1.0 -2.5 -1.8
C 1.8300 1.0621 -2.9477 -4.0 0.8 -0.6
O 0.6358 0.8340 -3.5001 8.7 1.4 3.3
O 3.1920 0.6011 -3.3427 -2.2 -2.4 1.5
C 3.7891 0.1293 -2.0797 1.9 -3.2 1.7
O 4.3610 -1.0581 -1.8651 -3.7 8.2 -1.8
H 7.0798 -1.6663 -1.7783 -0.1 -0.6 2.0
H 7.5843 1.1068 0.1509 -2.2 -1.4 -0.6
H 6.3841 0.7636 -1.2707 0.2 -0.7 2.2
H 4.8171 0.2159 1.4444 1.4 1.4 -1.4
H 5.9327 1.7123 1.7095 -1.3 -1.5 -1.8
H 4.6916 3.1252 -0.1055 -0.7 -2.5 0.3
H 3.4462 2.2564 1.0135 1.8 -0.5 -1.8
H 2.0498 4.0684 -0.5185 -1.0 -1.6 -1.5
H 0.8466 3.7596 -2.0545 1.2 -0.8 2.3
H 0.6568 1.7389 0.5524 -0.5 2.3 -1.1
H -0.0055 3.5781 0.7447 0.9 -2.0 -1.5
H -2.0069 3.0676 -0.4965 2.0 -1.7 -0.6
H -1.0272 2.2802 -1.9294 -0.2 -0.3 2.3
H -2.0355 -0.1590 -2.5078 -0.2 -0.5 2.9
H -3.0329 -2.6729 -1.6353 0.7 1.9 1.9
H -3.3209 -3.1801 1.1865 1.0 2.4 -1.1
H -2.5600 -1.2135 3.0825 0.3 0.4 -2.9
H -1.5428 1.1987 2.2301 -0.7 -1.7 -2.3
C -7.5115 -2.2949 0.5094 0.3 0.2 0.0
C -8.1623 -3.3168 1.2412 0.0 -0.3 0.3
C -7.3742 -3.6056 2.3327 -0.1 -0.1 0.0
N -6.2685 -2.7971 2.2826 0.0 0.0 0.0
C -6.3463 -1.9906 1.1771 0.0 0.1 -0.1
H -7.8563 -1.8301 -0.4052 0.1 -0.1 0.2
H -9.1047 -3.7905 0.9984 0.2 0.1 0.1
H -7.5046 -4.3162 3.1379 0.0 0.1 -0.2
H -5.5138 -2.7954 2.9564 -0.3 0.0 -0.3
H -5.5672 -1.2723 0.9600 -0.1 -0.1 0.0
```
Forces are in eV/Å.

The value obtained for the total energy is -33860.97093 eV. As for the SMILES: O=C(O)CCCC1=C(CCCc2ccccc2)C(=O)OC1=O.c1cc[nH]c1. Its strongest force on any atom is 0.1824 Eh/bohr. The spin multiplicity is 1. The molecular weight is 369.417 g mol⁻¹.

Results of the Löwdin charge analysis, in e, for atoms 1 through 5:
1. O -0.05
2. C -0.26
3. O -0.01
4. C -0.10
5. C -0.19


2.
The following is a DFT calculation (ωB97M-V with the def2-TZVPD basis set) of an isolated molecule of C4H7NO in a non-equilibrium geometry.

```
13
Properties=species:S:1:pos:R:3:forces:R:3
C 0.0547 0.1464 0.0400 -0.4 0.8 -0.1
C 0.9874 -1.0363 0.2885 -3.9 0.4 2.9
C -0.7966 -1.7216 1.5186 -2.1 -0.2 1.4
C -0.2623 2.1552 -1.3772 1.0 -0.3 -1.6
N 0.1659 0.8770 -0.9403 0.6 -1.2 1.3
O 0.0868 -2.1235 0.6331 2.3 0.5 -1.5
H 1.4595 -1.1312 -0.5864 2.3 -1.4 -3.1
H 1.5629 -0.7589 1.1423 0.9 0.0 0.5
H -0.5220 -1.4341 2.5608 0.2 0.0 -0.9
H -1.7323 -2.3096 1.4179 0.5 0.6 0.2
H 0.6072 2.4663 -2.0088 -0.9 0.5 0.5
H -0.5279 2.8872 -0.6358 0.0 0.1 0.6
H -1.0835 1.9831 -2.0525 -0.5 0.2 -0.3
```
Forces are in eV/Å.

The value obtained for the total energy is -7793.78701 eV. Its strongest force on any atom is 0.0949 Eh/bohr. The spin multiplicity is 1. The molecular weight is 85.106 g mol⁻¹.

Results of the Löwdin charge analysis, in e, for atoms 1 through 5:
1. C -0.04
2. C -0.14
3. C -0.09
4. C -0.12
5. N -0.02


3.
The following is a DFT calculation (ωB97M-V with the def2-TZVPD basis set) of a cluster of 5 separate species, C35H34N3O8PS2 in total in a non-equilibrium geometry.

```
83
Properties=species:S:1:pos:R:3:forces:R:3
C 0.0374 -2.4429 -0.0828 2.9 7.3 -5.1
C 0.2903 -1.2914 -0.8806 -1.6 -9.0 6.0
P 0.8072 0.1015 -2.1409 -0.3 -1.6 0.3
C 2.6129 -0.2139 -1.5904 1.5 -0.6 0.7
C 3.6809 0.9535 -2.0183 0.7 -0.6 0.5
C 3.5195 2.3676 -1.2012 -1.4 0.3 -1.1
S 5.1014 2.7018 -0.2217 -0.9 0.9 0.8
C 4.7868 4.1202 1.0136 -0.5 0.8 0.1
S 5.4881 5.6550 0.7885 -1.7 -3.4 0.8
N 3.8645 3.7463 2.1934 -0.9 -0.3 1.2
C 4.2007 2.7478 3.2996 -6.1 2.3 1.0
C 2.7850 2.8271 4.1804 2.5 1.3 -3.7
N 1.7634 3.7794 3.5588 6.5 -0.8 -3.1
C 2.4787 4.3366 2.3464 1.5 -3.1 3.2
C -1.0413 0.2402 -2.5986 -1.6 0.1 0.1
N -1.3919 1.3734 -3.5354 0.9 -1.1 -0.1
C -0.7191 1.2587 -4.8845 -0.3 1.1 -1.2
H 0.2580 -3.3878 0.6129 -0.7 2.6 -1.8
H 1.1736 -0.2650 -3.5154 -0.2 0.5 0.7
H 0.8451 1.4974 -1.7836 0.1 -0.1 -0.3
H 2.6129 -0.4071 -0.4185 0.2 0.5 -2.4
H 2.9613 -1.2209 -2.1275 -0.8 2.1 1.2
H 3.6560 1.1139 -3.1781 0.0 -0.1 2.4
H 4.7632 0.5279 -1.7583 -2.2 0.8 -0.7
H 3.4353 3.2197 -2.0020 0.1 -1.5 1.7
H 2.5468 2.3590 -0.5480 2.0 0.1 -1.0
H 5.1632 2.1096 3.4902 -2.1 1.7 -0.9
H 2.6134 2.2058 5.1802 0.2 1.7 -2.6
H 2.1564 5.1038 1.5223 0.4 -1.7 2.1
H -1.6406 0.4163 -1.5820 1.1 -0.6 -2.1
H -1.3777 -0.7693 -3.1328 0.6 2.0 1.3
H -1.2860 2.3158 -3.1008 0.3 -1.2 -0.6
H -0.7794 0.1610 -5.3460 0.3 2.4 1.4
H 0.3771 1.6806 -4.8536 -1.9 -1.1 -0.3
H -1.3190 1.9459 -5.6545 1.3 -1.4 1.7
O -5.4460 5.2172 -0.8354 -0.1 -0.6 -0.5
C -5.5321 4.2517 -1.5817 0.2 0.7 0.6
C -4.3339 3.5013 -2.0065 0.1 -0.3 -0.3
C -4.4288 2.4479 -2.8236 0.2 0.2 0.3
C -5.7353 1.9884 -3.3351 -0.1 -0.7 -0.5
O -5.8214 1.0229 -4.0813 0.0 0.6 0.5
C -6.9335 2.7387 -2.9103 -0.2 0.4 0.2
C -6.8386 3.7921 -2.0932 -0.3 -0.3 -0.3
H -3.3830 3.8503 -1.6221 0.0 0.0 0.0
H -3.5599 1.8870 -3.1454 0.0 -0.1 -0.1
H -7.8844 2.3897 -3.2946 0.0 0.0 0.0
H -7.7076 4.3531 -1.7713 0.0 0.0 0.0
O 7.5274 -4.7846 -4.8772 -0.5 0.7 0.0
C 6.8009 -3.8025 -4.8125 0.6 -0.8 -0.1
C 7.2453 -2.4856 -5.3098 -0.1 0.5 -0.1
C 6.4516 -1.4127 -5.2367 0.4 -0.2 -0.1
C 5.0963 -1.4984 -4.6573 -0.4 0.6 0.0
O 4.3698 -0.5163 -4.5926 0.4 -0.6 -0.2
C 4.6519 -2.8154 -4.1601 0.1 -0.4 0.1
C 5.4456 -3.8883 -4.2332 -0.4 0.2 0.1
H 8.2418 -2.4391 -5.7326 0.0 0.0 0.0
H 6.7624 -0.4393 -5.5960 0.0 0.0 0.0
H 3.6555 -2.8618 -3.7373 0.0 0.0 0.0
H 5.1348 -4.8617 -3.8738 0.0 0.0 0.0
O 0.7931 -4.0859 2.5981 -0.4 -0.2 0.4
C 0.0364 -4.2856 3.5384 0.4 0.2 -0.4
C -0.6016 -3.1672 4.2604 -0.2 0.1 0.3
C -1.4265 -3.3864 5.2889 0.2 0.2 -0.2
C -1.7364 -4.7556 5.7462 -0.5 -0.1 0.6
O -2.4931 -4.9553 6.6864 0.4 0.1 -0.6
C -1.0983 -5.8739 5.0242 0.3 -0.2 -0.3
C -0.2735 -5.6548 3.9957 -0.2 -0.3 0.3
H -0.3648 -2.1689 3.9124 0.0 0.0 0.0
H -1.9022 -2.5774 5.8298 0.1 0.0 0.0
H -1.3351 -6.8723 5.3721 0.0 0.0 0.0
H 0.2022 -6.4638 3.4548 0.0 0.0 0.0
O -2.5069 -0.6137 6.2619 -0.6 0.2 -0.3
C -3.5772 -0.4176 5.7029 0.5 0.0 0.3
C -3.9273 0.9099 5.1605 -0.3 0.3 -0.2
C -5.0978 1.1237 4.5517 0.4 0.2 0.2
C -6.0900 0.0418 4.3940 -0.9 0.2 -0.5
O -7.1603 0.2379 3.8350 0.8 -0.1 0.4
C -5.7398 -1.2857 4.9364 0.3 -0.3 0.2
C -4.5693 -1.4995 5.5452 -0.4 -0.2 -0.2
H -3.1887 1.6930 5.2834 0.0 0.0 0.0
H -5.3707 2.0915 4.1490 0.0 0.0 0.0
H -6.4784 -2.0688 4.8136 0.0 0.0 0.0
H -4.2965 -2.4673 5.9479 0.0 0.0 0.0
```
Forces are in eV/Å.

The value obtained for the total energy is -88636.63199 eV. As for the SMILES: C#C[PH2](CCCSC(=S)n1ccnc1)CNC.O=C1C=CC(=O)C=C1.O=C1C=CC(=O)C=C1.O=C1C=CC(=O)C=C1.O=C1C=CC(=O)C=C1. Its strongest force on any atom is 0.2124 Eh/bohr. The spin multiplicity is 1. The molecular weight is 719.778 g mol⁻¹.

Results of the Löwdin charge analysis, in e, for atoms 1 through 5:
1. C 0.04
2. C -0.24
3. P 0.73
4. C -0.40
5. C -0.30


4.
The following is a DFT calculation (ωB97M-V with the def2-TZVPD basis set) of an isolated molecule of C3H12N2P2 in a non-equilibrium geometry.

```
19
Properties=species:S:1:pos:R:3:forces:R:3
C 0.9463 -1.7156 0.1552 -0.1 0.2 0.1
C -1.5951 -0.4754 1.2668 0.0 0.4 0.4
C 0.8477 -0.5874 1.1788 0.2 0.0 -0.2
N -0.4566 1.3390 -1.7336 -0.3 -0.5 -1.2
N -0.3505 0.2179 1.0187 0.2 -1.0 0.3
P 0.7702 1.4601 -2.8617 0.5 -0.3 -0.6
P -0.2016 1.6936 0.2743 -0.1 0.8 1.8
H 0.7966 -1.3168 -0.8466 0.0 0.0 -0.1
H 1.9276 -2.1790 0.2077 0.1 -0.1 0.0
H 0.1943 -2.4786 0.3420 0.0 -0.1 0.0
H -2.4042 0.2478 1.3635 0.0 -0.1 0.0
H -1.8514 -1.1773 0.4691 0.0 0.0 -0.1
H -1.5074 -1.0285 2.2057 -0.1 -0.1 0.0
H 0.8674 -1.0018 2.1940 0.1 0.1 0.0
H 1.7062 0.0822 1.0624 0.0 -0.1 0.1
H -1.3121 1.7822 -2.0400 -0.4 0.6 0.0
H 1.5350 2.5538 -2.3988 -0.1 0.4 -0.1
H 1.6520 0.5646 -2.2384 0.2 -0.3 0.1
H -1.5644 2.0193 0.3808 -0.2 0.1 -0.4
```
Forces are in eV/Å.

The value obtained for the total energy is -24858.36811 eV. Its strongest force on any atom is 0.0377 Eh/bohr. The spin multiplicity is 3. The molecular weight is 138.091 g mol⁻¹.

Results of the Löwdin charge analysis, in e, for atoms 1 through 5:
1. C -0.09
2. C -0.13
3. C -0.32
4. N -0.55
5. N -0.52


5.
The following is a DFT calculation (ωB97M-V with the def2-TZVPD basis set) of an isolated molecule of C4H8N2O in a non-equilibrium geometry.

```
15
Properties=species:S:1:pos:R:3:forces:R:3
N -1.3000 0.9327 -1.0735 -0.1 0.0 0.0
C -1.7577 0.2571 0.0193 -0.2 0.0 0.0
O -2.8871 0.3735 0.4554 0.2 0.1 -0.2
C -0.7662 -0.6999 0.6731 -0.2 -0.1 0.1
N 0.6098 -0.4995 0.4529 -0.1 -0.4 0.3
C 1.5406 -0.5060 -0.5710 0.3 0.4 0.0
C 1.6331 0.3387 0.8430 0.4 -0.2 -0.2
H -1.9783 1.4591 -1.6027 0.1 0.0 0.1
H -0.4271 0.6886 -1.5162 -0.2 0.0 0.2
H -0.9376 -0.6800 1.7511 -0.2 0.0 -0.1
H -0.9878 -1.7100 0.3082 -0.3 0.1 0.1
H 1.8671 -1.5332 -0.8600 0.8 0.9 0.5
H 1.5958 0.1854 -1.4169 -0.7 0.1 0.0
H 2.4353 -0.0112 1.4885 -0.3 -0.3 0.3
H 1.3600 1.4048 1.0490 0.6 -0.5 -1.0
```
Forces are in eV/Å.

The value obtained for the total energy is -9303.28997 eV. As for the SMILES: NC(=O)CN1CC1. Its strongest force on any atom is 0.0253 Eh/bohr. The spin multiplicity is 1. The molecular weight is 100.121 g mol⁻¹.

Results of the Löwdin charge analysis, in e, for atoms 1 through 5:
1. N 0.17
2. C -0.53
3. O 0.04
4. C -0.09
5. N -0.23


6.
The following is a DFT calculation (ωB97M-V with the def2-TZVPD basis set) of a cluster of 8 separate species, C21H57N18O9 in total in a non-equilibrium geometry.

```
105
Properties=species:S:1:pos:R:3:forces:R:3
C -4.2680 -4.6203 -8.7462 -0.3 -0.2 0.1
O -3.6866 -5.2730 -7.6286 0.1 0.2 0.0
C -4.4758 -5.1333 -6.4607 0.1 -0.1 0.1
C -3.7757 -5.8486 -5.2987 -0.1 0.3 -0.1
C -3.2239 -4.9012 -4.2141 0.5 -0.4 0.0
C -1.7907 -5.2742 -3.7680 -0.5 0.4 -0.1
C -0.9956 -4.0953 -3.1870 0.0 -0.2 0.3
C -1.0787 -3.9595 -1.6452 0.1 -0.3 -0.5
C 0.2882 -3.7780 -0.9621 0.1 0.3 0.1
C 0.4717 -2.4323 -0.2190 0.0 -0.3 -0.3
C 0.8803 -2.6279 1.2351 -0.1 0.4 0.2
C 0.7988 -1.3372 2.0550 0.0 -0.1 -0.4
C 1.9452 -0.3651 1.7325 -0.2 -0.2 0.4
N 1.3999 0.8306 1.0194 0.3 -0.1 0.3
C 2.2901 1.8478 0.8358 -0.3 0.1 -0.1
N 3.4893 1.7378 0.3023 0.1 0.3 0.4
N 1.9231 3.0885 1.2928 0.3 -0.2 -1.5
O 0.5974 3.4396 0.8950 0.1 0.2 0.4
C -0.2651 3.2391 1.8695 0.4 -0.7 -0.3
N -1.0064 2.8876 2.6722 -0.2 0.4 0.2
H -4.9030 -5.3245 -9.2971 0.0 0.0 0.0
H -3.4906 -4.2481 -9.4114 0.1 -0.1 0.1
H -4.8888 -3.7760 -8.4526 0.1 0.1 0.0
H -5.4845 -5.5326 -6.6250 0.0 0.0 -0.1
H -4.5780 -4.0641 -6.2361 -0.1 0.0 0.0
H -4.4644 -6.5675 -4.8543 0.1 -0.1 0.0
H -2.9557 -6.4163 -5.7395 0.0 -0.1 0.0
H -3.1799 -3.8784 -4.5932 -0.2 0.0 -0.1
H -3.8924 -4.9326 -3.3516 0.0 0.3 0.0
H -1.2597 -5.6407 -4.6478 0.0 -0.1 0.0
H -1.8618 -6.0742 -3.0289 0.3 -0.2 -0.1
H -1.3310 -3.1682 -3.6608 0.1 0.0 -0.1
H 0.0488 -4.2341 -3.4740 0.0 0.0 0.1
H -1.5068 -4.8829 -1.2588 -0.1 0.1 0.1
H -1.7704 -3.1494 -1.3987 0.0 0.0 0.2
H 1.0834 -3.9177 -1.6948 0.0 0.0 0.0
H 0.4231 -4.5801 -0.2357 -0.1 0.0 0.0
H -0.4803 -1.8924 -0.2645 0.0 0.1 0.2
H 1.2077 -1.8035 -0.7420 0.0 0.0 0.0
H 1.9017 -3.0140 1.2992 -0.1 -0.2 0.0
H 0.2248 -3.3708 1.6931 0.0 0.0 0.0
H -0.1375 -0.8256 1.8202 -0.1 0.0 0.1
H 0.7767 -1.5507 3.1224 0.1 0.0 0.0
H 2.7233 -0.8680 1.1492 0.0 0.0 -0.1
H 2.3825 -0.0104 2.6668 0.1 0.2 -0.1
H 0.9260 0.5726 0.1548 0.0 0.0 0.0
H 3.9353 2.5450 -0.1156 0.3 0.0 0.4
H 4.0465 0.8944 0.3604 -0.4 -0.2 -0.3
H 2.5505 3.8317 0.9830 -0.4 0.3 0.2
C -5.3855 -1.8815 -11.2328 0.0 0.0 0.0
O -5.5657 -2.1731 -10.0639 0.0 0.1 0.0
N -4.9365 -0.6487 -11.6208 0.0 0.0 0.0
N -5.6170 -2.7644 -12.2505 0.0 0.0 0.0
H -4.7849 -0.3920 -12.5772 0.0 0.0 0.0
H -4.7608 0.0232 -10.8981 0.0 0.0 0.0
H -5.9502 -3.6765 -12.0002 0.0 0.0 0.0
H -5.4758 -2.5430 -13.2174 0.0 0.0 0.0
C 2.2707 4.4686 5.5012 -0.1 -0.1 0.1
O 3.4623 4.4322 5.7660 0.0 0.2 -0.2
N 1.3096 4.7194 6.4269 0.2 0.0 -0.1
N 1.8349 4.2562 4.2157 -0.2 0.1 0.0
H 0.3310 4.7539 6.2106 0.0 0.0 0.0
H 1.5985 4.8812 7.3795 -0.1 0.0 0.0
H 2.5419 4.0655 3.5358 0.1 0.0 0.1
H 0.8681 4.2753 3.9484 0.0 -0.1 0.1
C 1.5486 8.0601 7.8785 0.1 0.2 0.0
O 0.9901 7.1517 8.4712 0.0 -0.1 0.0
N 1.4104 9.3711 8.2325 -0.1 -0.1 0.0
N 2.3575 7.8379 6.7966 0.0 0.0 -0.1
H 1.8631 10.1254 7.7500 0.0 0.0 0.0
H 0.8209 9.5762 9.0183 0.0 0.0 0.0
H 2.4788 6.8856 6.5023 0.0 0.0 -0.1
H 2.8252 8.5696 6.2922 0.0 0.0 0.0
C 2.9527 -4.6722 -4.3357 0.0 -0.1 -0.1
O 2.7741 -5.1322 -3.2227 0.0 0.2 0.1
N 3.3509 -3.3756 -4.5423 0.0 0.0 0.0
N 2.7663 -5.4082 -5.4694 0.0 0.0 0.0
H 3.5007 -2.9825 -5.4517 0.0 0.0 0.0
H 3.5010 -2.8097 -3.7303 0.0 0.0 0.0
H 2.4703 -6.3598 -5.3543 0.0 0.0 0.0
H 2.9038 -5.0469 -6.3938 0.0 0.0 0.0
C -0.1862 9.7668 3.9689 0.0 0.0 0.0
O 0.7870 10.4961 3.8923 0.0 0.0 0.0
N -0.3208 8.8470 4.9706 0.0 -0.1 -0.1
N -1.2105 9.8099 3.0629 0.1 -0.1 -0.1
H -1.1033 8.2279 5.0616 0.0 0.1 0.0
H 0.4205 8.8109 5.6459 -0.1 -0.1 0.0
H -1.1405 10.4834 2.3232 0.0 0.0 0.0
H -2.0232 9.2268 3.1199 0.0 0.0 0.0
C 5.2800 4.9379 9.0312 -0.1 0.1 0.0
O 5.7201 3.8536 8.6952 0.0 0.0 0.0
N 5.5281 5.4740 10.2682 0.0 0.0 0.0
N 4.5037 5.7082 8.2096 0.0 0.1 -0.1
H 5.1721 6.3617 10.5660 0.0 0.0 0.0
H 6.0928 4.9350 10.8970 0.0 0.0 0.0
H 4.2866 5.3490 7.2909 0.1 -0.2 0.1
H 4.1359 6.6009 8.4803 0.0 0.0 0.1
C -1.3508 -6.6612 1.6281 -0.1 -0.1 0.0
O -1.0844 -6.4511 0.4578 0.0 0.0 0.1
N -2.2735 -5.9157 2.3130 0.1 0.1 0.0
N -0.7529 -7.6555 2.3479 0.1 0.0 0.0
H -2.5135 -6.0791 3.2721 0.0 0.0 0.0
H -2.7436 -5.1895 1.8062 0.0 0.0 0.0
H -0.0767 -8.2230 1.8717 0.0 0.0 0.0
H -0.9642 -7.8470 3.3084 0.0 0.0 0.0
```
Forces are in eV/Å.

The value obtained for the total energy is -67947.39795 eV. Its strongest force on any atom is 0.0301 Eh/bohr. The spin multiplicity is 1. The charge is +1. The molecular weight is 705.804 g mol⁻¹.

Results of the Löwdin charge analysis, in e, for atoms 1 through 5:
1. C -0.12
2. O -0.20
3. C -0.24
4. C -0.16
5. C -0.20


- Which of these has the lowest molecular weight?
  C4H7NO